# 1
9
Properties=species:S:1:pos:R:3 method="wB97M-V/def2-TZVPD" total_charge=0 smiles="CS(=S)#[SH]=O" orbital_gap_ev="7.74 / 7.74" e_homo_ev="-8.59 / -8.59" e_above_lowest_kj_mol=188.1
S -0.47 -1.37 1.16
H 1.13 1.33 -1.66
S -0.82 0.11 -0.78
H -1.81 -1.88 1.31
O -0.66 -0.28 2.19
H 1.60 -0.41 -1.43
H 1.45 0.55 -0.05
C 0.99 0.35 -0.94
S -1.42 1.61 0.22

# 2
261
Properties=species:S:1:pos:R:3 method="wB97M-V/def2-TZVPD" total_charge=+5 orbital_gap_ev=9.63 e_homo_ev=-18.16 e_above_lowest_kj_mol=78.4
H -2.28 -7.27 -17.02
C 10.37 -9.46 -7.68
H 9.82 -7.03 -21.88
H 0.88 -5.28 -15.14
H 5.28 -12.83 -13.50
H 8.06 -15.93 -6.29
C -1.22 -11.88 -13.99
H 6.10 -7.56 -16.50
H 1.03 -5.06 -17.79
H 5.06 -14.80 -8.14
H 2.57 -19.79 -8.45
H 7.03 -13.00 -15.15
H 15.08 -5.75 -15.80
C 6.50 -6.80 -15.82
C 8.16 -5.03 -10.56
H 4.78 -5.96 -5.94
C 1.25 -6.10 -9.35
F 4.97 -7.51 -12.45
C -3.57 -5.22 -15.42
H 13.25 -5.81 -17.56
C 8.17 -13.80 -10.60
C 10.90 -9.45 -11.74
H 9.25 -13.41 -5.22
F 3.67 -8.60 -10.52
H 3.02 -4.88 -10.84
H 12.55 -6.11 -21.02
C 2.43 -3.87 -16.62
H 2.82 -17.27 -7.51
H 9.22 -7.04 -15.66
C 4.93 -6.56 -6.84
C 10.25 -7.30 -19.89
H 8.36 -4.37 -9.72
H 7.77 -4.98 -16.02
H 2.42 -13.79 -7.00
H 10.70 -10.26 -12.44
H 3.51 -8.11 -6.74
H 6.29 -3.57 -8.79
H 7.00 -8.03 -11.72
C 11.96 -6.61 -21.78
H 9.41 -12.31 -10.06
H 10.04 -14.89 -5.74
H 5.47 -2.88 -11.71
H 1.00 -2.63 -9.24
C 6.88 -4.48 -11.41
C 8.04 -15.13 -5.55
H 4.79 -8.34 -5.55
H 0.94 -6.74 -10.18
H 12.27 -1.07 -19.52
O -0.82 -6.83 -11.61
C 5.41 -5.92 -15.29
H -0.87 -12.50 -13.17
H 9.75 -10.34 -5.75
H -3.42 -4.29 -15.97
H 8.25 -15.65 -4.62
H 3.32 -8.30 -19.28
H 1.84 -4.99 -12.13
C 10.52 -8.03 -12.05
H 11.00 -7.55 -12.91
H 10.90 -9.94 -8.50
H 1.17 -18.96 -6.74
C -0.33 -4.60 -10.53
H 0.61 -6.12 -8.47
H 5.31 -11.48 -10.00
C 8.85 -6.76 -16.65
H 0.04 -7.99 -14.05
C 1.33 -3.63 -8.97
H 6.86 -2.33 -10.91
H 3.81 -3.64 -18.29
H 4.77 -5.69 -16.15
C 4.07 -13.26 -9.39
C 7.99 -8.00 -11.27
H -0.93 -4.65 -9.62
H 11.93 -9.33 -11.43
H 4.03 -13.10 -6.49
H 7.33 -11.13 -13.79
H 2.44 -15.61 -2.68
H 11.01 -0.49 -20.54
H 5.76 -14.45 -12.85
H 4.64 -6.26 -14.60
C 3.00 -15.12 -0.11
C 3.50 -14.23 -3.78
H 6.29 -14.06 -4.69
H 10.19 -7.21 -9.16
C 4.85 -11.91 -9.11
H 5.87 -7.92 -9.14
H 8.78 -11.46 -12.74
H 7.69 -14.58 -14.55
C 6.54 -14.66 -5.57
C -0.85 -10.39 -13.83
P 3.80 -15.13 -5.40
H -1.69 -7.17 -11.39
O 8.47 -12.45 -10.20
H 11.68 -4.49 -15.67
H 3.48 -14.64 0.75
H 10.86 -7.44 -11.20
H 7.88 -9.01 -10.86
H -0.73 -12.31 -14.87
C 1.80 -5.24 -17.04
C 2.07 -4.48 -11.19
C 9.22 -7.42 -8.70
H 8.79 -13.19 -14.65
C 0.86 -8.09 -17.68
H 4.40 -10.45 -19.74
C 8.32 -14.04 -12.16
P 7.93 -6.75 -9.79
C 7.75 -13.50 -14.51
H 2.96 -8.28 -16.96
H 4.51 -13.99 -1.04
H 2.11 -6.53 -15.35
H 12.04 -1.77 -21.08
H 2.77 -17.07 -4.47
C 9.76 -4.33 -18.12
H 9.26 -13.91 -7.01
H 9.19 -7.08 -19.75
H 14.19 -3.25 -15.05
F 5.24 -10.01 -11.89
H 2.36 -21.23 -7.38
As 3.82 -8.87 -12.29
H 8.31 -8.99 -7.40
H 5.01 -8.66 -7.39
N 7.47 -13.11 -13.08
H 8.95 -4.64 -18.77
C 14.20 -3.79 -16.00
C 0.11 -8.51 -15.00
C 3.50 -14.35 -1.26
H 9.30 -6.72 -7.88
F 4.02 -9.22 -14.06
H 1.79 -16.13 -5.63
C 5.58 -3.31 -9.58
H 2.31 -6.23 -9.12
H 2.87 -13.46 -1.29
C 6.31 -6.95 -8.95
H 5.66 -12.11 -8.41
H 1.14 -8.86 -14.87
C -0.90 -5.36 -11.75
C 3.41 -15.12 -2.55
H -4.35 -5.76 -15.95
H 2.59 -5.80 -17.54
H 13.37 -3.44 -16.61
H -4.36 -5.69 -13.45
C 7.53 -5.92 -16.53
H 13.98 -5.41 -14.62
H 4.35 -13.56 -3.73
H 5.22 -2.31 -9.36
H 15.12 -3.48 -16.50
C 4.08 -14.37 -8.32
H 5.80 -5.05 -14.78
H -0.71 -10.25 -16.00
C -4.05 -4.82 -14.03
H 6.93 -7.10 -6.94
H 5.66 -16.44 -4.64
C 6.21 -3.20 -10.98
C 11.63 -5.51 -16.04
H 6.40 -14.04 -6.46
C 10.29 -10.60 -6.66
H 0.00 -8.66 -18.01
H 6.02 -5.15 -11.39
H 9.57 -1.89 -19.24
H 6.98 -7.42 -15.06
H 7.26 -5.61 -17.54
H 4.80 -4.07 -9.47
H 5.85 -13.05 -11.80
C 2.18 -8.83 -17.49
H 12.11 -6.23 -22.78
H 7.14 -13.98 -10.31
H 11.66 -4.00 -19.35
C 6.24 -6.46 -7.49
H 11.85 -6.09 -19.03
C 1.32 -5.98 -15.85
H -2.22 -6.51 -14.43
H 4.32 -6.04 -7.59
P 0.08 -7.27 -16.20
H 13.01 -7.05 -16.23
H 7.17 -4.38 -12.46
H 10.20 -9.66 -10.94
C 7.70 -11.59 -12.88
H 2.55 -13.72 -3.94
H 10.48 -8.34 -20.12
C 2.73 -16.66 -5.48
H 4.04 -18.06 -6.51
C -0.94 -9.63 -15.14
H 3.82 -11.21 -18.27
H 6.58 -5.42 -7.51
H 8.74 -7.71 -17.18
H -0.44 -3.56 -10.82
H 1.87 -9.76 -17.02
H 7.07 -11.09 -12.14
F 2.57 -10.21 -12.23
C 9.01 -7.75 -12.45
H 4.63 -13.74 -10.19
H 3.81 -20.18 -7.49
H 11.00 -8.62 -7.37
C 4.59 -8.05 -6.59
H -1.34 -9.94 -12.97
C 10.87 -3.46 -18.84
H 4.93 -9.77 -18.25
H 0.77 -3.87 -8.07
C 10.41 -2.39 -19.74
H -3.39 -4.14 -13.48
C 13.04 -5.99 -16.50
H 3.15 -4.16 -15.85
H 4.19 -15.88 -2.50
C 11.50 -1.41 -20.21
H 9.12 -4.91 -11.06
H -1.24 -5.80 -17.23
H 8.75 -14.58 -10.11
H -2.29 -12.02 -14.08
H 2.20 -19.53 -5.46
H 9.79 -11.49 -7.04
P 10.33 -5.85 -17.34
H 5.71 -16.42 -6.40
H 11.63 -7.64 -18.17
H 2.38 -3.74 -8.67
C 2.99 -17.78 -6.56
H 3.46 -2.11 -17.42
C 2.72 -20.21 -7.45
H 1.99 -3.42 -11.41
C 4.07 -10.24 -18.72
C -1.62 -6.55 -16.54
H 2.30 -2.87 -18.50
H 0.95 -7.28 -18.40
H 2.09 -9.40 -19.49
H 4.18 -11.18 -8.65
H 3.25 -16.18 -0.04
H 12.29 -7.64 -21.91
H 7.98 -15.04 -12.43
C 9.05 -8.85 -8.19
H 0.22 -10.35 -13.61
H -1.94 -9.32 -15.44
C 9.23 -14.20 -5.96
H 1.94 -14.87 -0.14
H -1.91 -5.05 -12.00
C 5.52 -15.80 -5.52
H 8.68 -9.55 -8.93
H 9.37 -14.01 -12.46
H 9.36 -3.72 -17.30
H 11.45 -6.05 -15.11
C 5.95 -13.38 -12.83
C 2.21 -19.14 -6.48
H 10.03 -2.87 -20.64
H 3.12 -13.10 -9.89
H 11.24 -11.06 -6.37
H 3.74 -15.36 -8.61
C 11.12 -6.82 -18.68
H 1.78 -3.16 -16.12
C 3.05 -3.07 -17.74
H -1.55 -5.03 -14.94
C 2.90 -9.19 -18.80
H 5.58 -6.40 -9.56
F 2.48 -7.66 -12.61
C 3.49 -13.98 -6.85
N 1.06 -4.75 -10.01
H 11.42 -3.15 -17.95
C 14.10 -5.27 -15.69
H 10.17 -5.57 -21.23
H 8.83 -6.72 -12.75
H -4.91 -4.20 -14.24
H -0.38 -4.98 -12.62
C 10.51 -6.61 -21.15
C -2.18 -5.84 -15.29
H 8.68 -8.38 -13.28

What are the DFT total energy values for these records? In order: -1310.20714 -7381.45193 a.u..
What are the molar mass values for these records? In order: 128.24 1435.01 g mol⁻¹.